[1]
A structure of composition C4H8N2 in a non-equilibrium geometry, computed with the ωB97M-V functional and the def2-TZVPD basis.

Output
- E_LUMO (spin up / spin down): 0.0260 / 0.0279 Eh
- Total energy: -7251.314 eV
- Energy above the lowest of the compared OMol25 structures with the same formula, charge and spin: 151.3 kcal/mol

```
14
Properties=species:S:1:pos:R:3:lowdin_charge:R:1
C -0.738 -0.166 -1.393 -0.16
N -1.785 0.505 -0.738 -0.02
C -0.614 1.165 -0.183 -0.14
C 0.487 0.176 -0.136 -0.28
C 1.119 -0.250 1.715 -0.10
N 0.328 -0.970 0.833 -0.07
H -0.463 0.242 -2.360 0.11
H -0.730 -1.270 -1.359 0.11
H -2.205 -0.110 -0.042 0.11
H -0.408 2.161 -0.526 0.09
H 1.477 0.362 -0.550 0.12
H 0.615 0.530 2.282 0.07
H 2.113 -0.588 2.005 0.06
H 0.805 -1.787 0.454 0.11
```


[2]
The molecule C4H8N2, computed with the ωB97M-V functional and the def2-TZVPD basis.

Output
- E_LUMO: 0.0362 Eh
- Total energy: -7256.242 eV
- Energy above the lowest of the compared OMol25 structures with the same formula, charge and spin: 37.7 kcal/mol
- SMILES: CCN=C=CN

```
14
Properties=species:S:1:pos:R:3:lowdin_charge:R:1
C -1.472 0.994 -0.227 -0.27
C -1.592 -0.523 -0.275 -0.11
C 1.603 -0.203 0.816 -0.21
N 2.395 -0.845 -0.180 0.01
C 0.698 0.713 0.553 -0.15
N -0.178 1.519 0.240 0.06
H -1.632 1.427 -1.221 0.11
H -2.241 1.424 0.425 0.11
H -2.571 -0.811 -0.669 0.07
H -1.477 -0.962 0.721 0.08
H -0.820 -0.963 -0.917 0.07
H 1.700 -0.582 1.828 0.10
H 2.201 -0.462 -1.099 0.07
H 3.386 -0.729 0.003 0.07
```


[3]
A cluster of 2 separate species, C4H8N2 in total in a non-equilibrium geometry, computed with the ωB97M-V functional and the def2-TZVPD basis.

Output
- E_LUMO (spin up / spin down): 0.0070 / 0.0166 Eh
- Total energy: -7252.307 eV
- Energy above the lowest of the compared OMol25 structures with the same formula, charge and spin: 128.4 kcal/mol

```
14
Properties=species:S:1:pos:R:3:lowdin_charge:R:1
C 1.310 -0.041 -0.082 -0.21
C 0.061 -0.372 -0.171 -0.10
C 1.645 1.426 0.023 -0.15
C -0.487 -1.753 -0.014 -0.10
N -2.553 0.253 0.232 -0.05
N -1.762 1.122 0.033 0.09
H 2.242 -0.563 -0.345 0.11
H 1.375 2.014 -0.841 0.05
H 1.008 1.928 0.881 0.10
H 2.698 1.712 0.243 0.06
H -1.523 -1.577 0.061 0.02
H -0.135 -2.291 0.841 0.08
H -0.380 -2.333 -0.823 0.03
H -3.498 0.477 -0.038 0.06
```


[4]
A cluster of 2 separate species, C4H8N2 in total in a non-equilibrium geometry, computed with the ωB97M-V functional and the def2-TZVPD basis.

Output
- E_LUMO: 0.0336 Eh
- Total energy: -7254.178 eV
- Energy above the lowest of the compared OMol25 structures with the same formula, charge and spin: 85.3 kcal/mol
- SMILES: C/C=N/CC#N.[H][H]

```
14
Properties=species:S:1:pos:R:3:lowdin_charge:R:1
C -1.841 -0.115 -0.511 -0.03
C -0.440 -0.377 -0.267 -0.39
N 0.401 0.575 -0.136 -0.06
C 1.783 0.247 0.059 -0.24
C 2.096 -1.109 0.485 -0.23
N 2.281 -2.200 0.814 0.15
H -2.605 -0.858 -0.261 0.08
H -2.191 0.915 -0.606 0.08
H -1.256 1.307 1.632 0.06
H -0.194 -1.438 -0.163 0.12
H -1.174 -0.447 -1.562 0.18
H -0.549 1.341 1.364 0.04
H 2.215 0.910 0.804 0.12
H 2.334 0.428 -0.858 0.12
```


[5]
A structure of composition C4H8N2 in a non-equilibrium geometry, computed with the ωB97M-V functional and the def2-TZVPD basis.

Output
- E_LUMO: 0.0418 Eh
- Total energy: -7254.458 eV
- Energy above the lowest of the compared OMol25 structures with the same formula, charge and spin: 78.8 kcal/mol

```
14
Properties=species:S:1:pos:R:3:lowdin_charge:R:1
C -0.049 -1.672 0.315 -0.10
C 0.415 -0.414 0.321 -0.21
C 1.831 0.478 0.906 0.02
C -1.051 1.055 -1.093 -0.08
N -1.300 -1.233 -0.224 0.00
N -0.845 0.131 -0.006 -0.18
H 0.247 -2.670 0.539 0.08
H 1.505 1.018 1.779 0.04
H 2.571 -0.275 1.123 0.04
H 2.136 1.132 0.102 0.03
H -0.776 0.625 -2.061 0.08
H -2.105 1.336 -1.118 0.08
H -0.447 1.941 -0.904 0.08
H -2.133 -1.452 0.320 0.11
```


[6]
A cluster of 2 separate species, C4H8N2 in total in a non-equilibrium geometry, computed with the ωB97M-V functional and the def2-TZVPD basis.

Output
- E_LUMO (spin up / spin down): 0.0384 / -0.0361 Eh
- Total energy: -7251.504 eV
- 2S+1: 3
- Energy above the lowest of the compared OMol25 structures with the same formula, charge and spin: 35.4 kcal/mol

```
14
Properties=species:S:1:pos:R:3:lowdin_charge:R:1
C -1.299 -0.387 -0.036 -0.43
C 1.954 0.542 -0.582 -0.28
C 2.173 -0.037 0.763 -0.18
C -2.730 -0.143 0.071 -0.09
N -0.756 -1.486 -0.088 0.17
N 1.821 -0.825 -0.414 0.07
H -0.670 0.538 -0.312 0.10
H 0.992 1.246 -0.920 0.14
H 2.689 0.674 -1.338 0.08
H 3.115 -0.115 1.166 0.06
H 1.467 0.225 1.508 0.08
H -2.841 0.481 -0.840 0.09
H -3.095 -1.234 0.128 0.12
H -2.821 0.523 0.895 0.06
```


[7]
A cluster of 2 separate species, C4H8N2O in total in a non-equilibrium geometry, computed with the ωB97M-V functional and the def2-TZVPD basis.

Output
- E_LUMO (spin up / spin down): 0.1293 / 0.1282 Eh
- Total energy: -9302.575 eV
- 2S+1: 2
- Energy above the lowest of the compared OMol25 structures with the same formula, charge and spin: 40.4 kcal/mol
- Net charge: -1

```
15
Properties=species:S:1:pos:R:3:lowdin_charge:R:1
C 0.636 -0.052 1.808 -0.28
C -0.246 0.237 0.636 -0.37
C -1.538 0.857 0.469 -0.25
N -1.678 1.507 -0.715 0.00
C -0.564 1.193 -1.370 -0.29
N 0.345 0.558 -0.554 0.00
H 1.375 -0.937 1.456 0.08
H 0.049 -0.566 2.554 0.01
H 1.251 0.715 2.298 -0.05
H -2.477 0.629 0.996 0.06
H -0.322 1.422 -2.375 0.06
H 1.344 0.697 -0.955 0.15
H 1.535 -3.785 -0.722 0.02
H 1.635 -2.244 -0.942 0.02
O 1.902 -2.975 -0.335 -0.18
```


[8]
A structure of composition C4H8N2O in a non-equilibrium geometry, computed with the ωB97M-V functional and the def2-TZVPD basis.

Output
- E_LUMO: 0.0314 Eh
- Total energy: -9301.507 eV
- Energy above the lowest of the compared OMol25 structures with the same formula, charge and spin: 112.7 kcal/mol

```
15
Properties=species:S:1:pos:R:3:lowdin_charge:R:1
C -0.447 -0.264 0.050 -0.16
C -2.205 0.952 -0.638 -0.24
C 1.913 -0.495 -0.443 -0.08
C 0.689 -1.108 0.387 -0.15
N -1.095 0.089 -0.911 0.10
N -2.072 1.565 0.687 -0.12
O -1.311 0.712 1.435 -0.18
H -2.106 1.678 -1.447 0.11
H -3.189 0.371 -0.748 0.14
H 1.462 -0.300 -1.496 0.10
H 2.770 -1.076 -0.491 0.04
H 2.106 0.468 -0.060 0.05
H 0.999 -1.069 1.446 0.12
H 0.444 -2.143 -0.133 0.16
H -1.480 2.371 0.474 0.10
```


[9]
A cluster of 2 separate species, C4H8N2O in total in a non-equilibrium geometry, computed with the ωB97M-V functional and the def2-TZVPD basis.

Output
- E_LUMO: 0.0221 Eh
- Total energy: -9304.176 eV
- Energy above the lowest of the compared OMol25 structures with the same formula, charge and spin: 51.1 kcal/mol
- SMILES: C=C=NC(N)=O.C

```
15
Properties=species:S:1:pos:R:3:lowdin_charge:R:1
C -2.506 -0.541 0.033 -0.06
N 0.630 -0.797 0.112 0.18
C 1.971 -1.037 -0.249 -0.60
C 0.155 0.304 0.383 -0.21
N 2.613 0.063 -0.731 0.17
C -0.183 1.509 0.722 0.02
O 2.477 -2.123 -0.167 0.09
H -1.711 -1.149 0.485 0.01
H 2.135 0.929 -0.896 0.09
H 3.550 -0.050 -1.080 0.11
H -3.341 -1.213 -0.132 0.02
H -2.174 -0.166 -0.922 0.02
H -2.811 0.271 0.678 0.02
H -0.161 1.826 1.749 0.07
H -0.644 2.173 0.016 0.07
```


[10]
The molecule C4H8N2O in a non-equilibrium geometry, computed with the ωB97M-V functional and the def2-TZVPD basis.

Output
- E_LUMO: 0.0300 Eh
- Total energy: -9302.507 eV
- Energy above the lowest of the compared OMol25 structures with the same formula, charge and spin: 89.6 kcal/mol

```
15
Properties=species:S:1:pos:R:3:lowdin_charge:R:1
C -1.677 0.249 0.635 -0.12
N -0.300 0.108 0.852 -0.06
C 0.349 0.205 -0.452 -0.37
C 1.801 -0.222 -0.340 -0.25
O 2.576 0.661 0.445 -0.06
C -0.542 -0.543 -1.515 -0.03
N -1.699 -0.510 -0.936 0.00
H -2.270 -0.154 1.485 0.11
H -1.983 1.288 0.446 0.10
H -2.629 -0.851 -1.084 0.09
H -0.126 -0.817 1.240 0.12
H 0.315 1.260 -0.767 0.15
H 2.242 -0.235 -1.337 0.12
H 1.846 -1.252 0.058 0.12
H 2.096 0.815 1.270 0.08
```


[11]
The molecule C4H8N2O in a non-equilibrium geometry, computed with the ωB97M-V functional and the def2-TZVPD basis.

Output
- E_LUMO: 0.0401 Eh
- Total energy: -9303.415 eV
- Energy above the lowest of the compared OMol25 structures with the same formula, charge and spin: 68.7 kcal/mol
- SMILES: C=C[C@]1(N)O[C@@H]1N

```
15
Properties=species:S:1:pos:R:3:lowdin_charge:R:1
C -0.319 1.131 -0.560 -0.19
C -0.158 -0.348 -0.597 -0.62
N -0.220 1.879 0.588 0.11
N -1.340 -0.863 -1.271 0.09
C 0.187 -1.089 0.655 -0.08
C 1.307 -0.920 1.351 0.03
O 0.841 0.254 -1.326 -0.02
H -0.848 1.640 -1.360 0.14
H 0.043 2.849 0.457 0.10
H 0.225 1.407 1.367 0.08
H -1.415 -0.519 -2.214 0.08
H -1.327 -1.874 -1.323 0.07
H -0.554 -1.817 0.969 0.10
H 1.532 -1.539 2.207 0.06
H 2.047 -0.190 1.057 0.07
```


[12]
A cluster of 2 separate species, C4H8N2O in total in a non-equilibrium geometry, computed with the ωB97M-V functional and the def2-TZVPD basis.

Output
- E_LUMO: 0.0384 Eh
- Total energy: -9301.377 eV
- Energy above the lowest of the compared OMol25 structures with the same formula, charge and spin: 115.7 kcal/mol
- SMILES: CC/C=N/O.C#N

```
15
Properties=species:S:1:pos:R:3:lowdin_charge:R:1
C -1.890 -2.418 0.171 -0.02
C 1.827 0.649 -0.926 -0.11
C 1.259 0.401 0.464 -0.25
C -0.128 0.522 0.534 -0.34
N -1.347 -1.624 0.785 0.09
N -0.885 0.535 -0.470 -0.02
O -2.280 0.774 -0.296 -0.08
H -2.442 -3.158 -0.414 0.08
H -2.549 0.902 0.611 0.06
H 1.127 1.292 -1.586 0.10
H 2.041 -0.096 -1.640 0.05
H 2.749 1.196 -0.800 0.06
H 1.455 1.205 1.237 0.14
H 1.650 -0.605 0.810 0.14
H -0.586 0.425 1.522 0.11
```


What did the eighth record say?
A structure of composition C4H8N2O in a non-equilibrium geometry, computed with the ωB97M-V functional and the def2-TZVPD basis.

Output
- E_LUMO: 0.0314 Eh
- Total energy: -9301.507 eV
- Energy above the lowest of the compared OMol25 structures with the same formula, charge and spin: 112.7 kcal/mol

```
15
Properties=species:S:1:pos:R:3:lowdin_charge:R:1
C -0.447 -0.264 0.050 -0.16
C -2.205 0.952 -0.638 -0.24
C 1.913 -0.495 -0.443 -0.08
C 0.689 -1.108 0.387 -0.15
N -1.095 0.089 -0.911 0.10
N -2.072 1.565 0.687 -0.12
O -1.311 0.712 1.435 -0.18
H -2.106 1.678 -1.447 0.11
H -3.189 0.371 -0.748 0.14
H 1.462 -0.300 -1.496 0.10
H 2.770 -1.076 -0.491 0.04
H 2.106 0.468 -0.060 0.05
H 0.999 -1.069 1.446 0.12
H 0.444 -2.143 -0.133 0.16
H -1.480 2.371 0.474 0.10
```


Q: total energy of number 5 (C4H8N2)?
A: -7254.458 eV


Q: energy above the lowest of the compared OMol25 structures with the same formula, charge and spin of number 6 (C4H8N2)?
A: 35.4 kcal/mol


Q: Which of these has the lowest total energy?
A: number 9